1.
{
  "formula": "C11H17NO2",
  "method": "ωB97M-V/def2-TZVPD",
  "species": ["C", "C", "C", "C", "C", "C", "N", "C", "C", "C", "C", "C", "O", "O", "H", "H", "H", "H", "H", "H", "H", "H", "H", "H", "H", "H", "H", "H", "H", "H", "H"],
  "xyz": [[-2.866, -2.185, -0.832], [-2.483, -0.996, 0.100], [-2.899, -0.313, 1.305], [-2.072, 0.848, 1.391], [-1.483, 0.957, 0.163], [-0.846, 2.159, -0.447], [0.343, 1.893, -1.277], [1.462, 1.392, -0.451], [1.455, 0.169, 0.388], [1.318, -1.099, -0.469], [2.749, -1.333, -0.624], [3.409, -0.940, 0.690], [2.583, -0.011, 1.216], [-1.739, -0.074, -0.636], [-2.920, -3.139, -0.312], [-2.265, -2.296, -1.719], [-3.935, -2.106, -1.185], [-3.432, -0.851, 2.157], [-1.998, 1.493, 2.247], [-0.600, 2.820, 0.382], [-1.467, 2.808, -1.052], [0.110, 1.052, -1.919], [1.806, 2.240, 0.161], [2.420, 1.263, -1.043], [0.540, 0.393, 0.908], [0.671, -1.023, -1.303], [0.971, -1.775, 0.203], [3.132, -2.340, -0.944], [3.176, -0.616, -1.355], [4.477, -0.626, 0.431], [3.688, -1.809, 1.351]],
  "smiles": "Cc1ccc(CNC[C@H]2CCCO2)o1",
  "multiplicity": 1,
  "lumo_ha": 0.0298,
  "relative_energy_kj_mol": 356.3,
  "homo_energy_ev": -8.121
}

=====

2.
{
  "formula": "C11H17NO3S",
  "method": "ωB97M-V/def2-TZVPD",
  "species": ["C", "O", "C", "C", "C", "N", "S", "O", "O", "C", "C", "C", "C", "C", "C", "C", "H", "H", "H", "H", "H", "H", "H", "H", "H", "H", "H", "H", "H", "H", "H", "H", "H"],
  "xyz": [[-1.682, -4.179, -3.599], [-1.416, -4.163, -2.218], [-0.326, -3.361, -1.837], [-0.556, -1.856, -2.016], [0.557, -1.046, -1.349], [0.433, 0.383, -1.534], [-0.697, 1.170, -0.570], [-1.865, 0.362, -0.351], [-0.865, 2.467, -1.156], [0.224, 1.292, 0.949], [-0.124, 0.514, 2.035], [0.621, 0.605, 3.199], [1.708, 1.468, 3.279], [2.503, 1.586, 4.542], [2.037, 2.245, 2.170], [1.299, 2.158, 1.004], [-0.778, -4.418, -4.173], [-2.087, -3.225, -3.951], [-2.425, -4.959, -3.756], [0.577, -3.665, -2.392], [-0.175, -3.584, -0.777], [-0.584, -1.607, -3.079], [-1.512, -1.580, -1.570], [0.548, -1.214, -0.270], [1.534, -1.354, -1.738], [0.330, 0.664, -2.498], [-0.977, -0.141, 1.954], [0.355, 0.000, 4.053], [3.565, 1.667, 4.324], [2.205, 2.485, 5.083], [2.338, 0.730, 5.190], [2.878, 2.920, 2.226], [1.530, 2.754, 0.136]],
  "smiles": "COCCCNS(=O)(=O)c1ccc(C)cc1",
  "multiplicity": 1,
  "lumo_ha": 0.0264,
  "relative_energy_kj_mol": 168.1,
  "homo_energy_ev": -9.467
}

=====

3.
{
  "formula": "C11H17O5P",
  "method": "ωB97M-V/def2-TZVPD",
  "species": ["C", "C", "C", "C", "C", "C", "C", "C", "C", "O", "C", "O", "P", "O", "O", "O", "C", "H", "H", "H", "H", "H", "H", "H", "H", "H", "H", "H", "H", "H", "H", "H", "H", "H"],
  "xyz": [[-3.728, 0.988, -1.937], [-2.416, 0.988, -1.072], [-2.433, 1.045, 0.385], [-1.194, 1.003, 1.143], [0.111, 0.912, 0.494], [1.409, 0.824, 1.350], [1.233, -0.454, 2.301], [1.658, 2.065, 2.293], [0.160, 0.888, -0.973], [1.369, 0.827, -1.691], [1.664, -0.500, -2.111], [2.131, -1.253, -0.969], [1.257, -2.656, -0.797], [1.405, -3.412, -2.066], [-0.363, -2.269, -0.596], [1.845, -3.453, 0.529], [-1.100, 0.931, -1.709], [-3.391, 1.001, -3.004], [-4.345, 0.069, -1.771], [-4.315, 1.910, -1.699], [-3.395, 1.103, 0.938], [-1.239, 1.031, 2.255], [2.284, 0.730, 0.665], [0.668, -1.238, 1.721], [0.571, -0.134, 3.144], [2.212, -0.879, 2.627], [1.430, 3.055, 1.817], [1.143, 1.950, 3.288], [2.760, 2.064, 2.542], [2.482, -0.543, -2.877], [0.745, -0.928, -2.586], [-0.657, -2.687, 0.236], [1.065, -3.856, 0.956], [-1.024, 0.878, -2.825]],
  "smiles": "Cc1ccc(C(C)C)c(OCOP(=O)(O)O)c1",
  "multiplicity": 1,
  "lumo_ha": -0.0030,
  "relative_energy_kj_mol": 201.8,
  "homo_energy_ev": -8.717
}

=====

4.
{
  "formula": "C11H17P",
  "method": "ωB97M-V/def2-TZVPD",
  "species": ["C", "C", "C", "C", "C", "C", "C", "C", "C", "C", "C", "P", "H", "H", "H", "H", "H", "H", "H", "H", "H", "H", "H", "H", "H", "H", "H", "H", "H"],
  "xyz": [[-1.299, -4.555, 2.272], [-2.239, -4.515, 1.333], [-4.047, -4.503, -0.447], [0.668, -0.397, -0.609], [-3.127, -4.373, 0.471], [0.815, 0.806, 1.520], [1.426, 1.876, -2.224], [-0.285, 2.465, -0.640], [1.975, 3.224, 0.078], [1.344, 0.721, 0.024], [1.112, 2.166, -0.713], [0.457, -1.747, -1.333], [-1.199, -3.780, 3.041], [-4.295, -5.469, -0.880], [-4.591, -3.735, -0.990], [-0.600, -5.286, 2.459], [-0.295, 0.788, 1.416], [1.298, -0.054, 1.951], [1.274, 1.784, 1.940], [2.560, 1.695, -2.323], [1.239, 2.806, -2.903], [0.909, 0.986, -2.521], [-0.773, 2.576, 0.343], [-0.874, 1.771, -1.140], [-0.348, 3.454, -1.041], [2.811, 2.854, 0.714], [1.242, 3.833, 0.677], [2.457, 4.027, -0.522], [2.386, 0.583, 0.045]],
  "multiplicity": 3,
  "lumo_ha": [0.0194, -0.0724],
  "relative_energy_kj_mol": 215.6,
  "homo_energy_ev": [-6.333, -9.220]
}

=====

5.
{
  "formula": "C11H18",
  "method": "ωB97M-V/def2-TZVPD",
  "species": ["C", "C", "C", "C", "C", "C", "C", "H", "H", "H", "H", "H", "H", "H", "H", "C", "C", "C", "C", "H", "H", "H", "H", "H", "H", "H", "H", "H", "H"],
  "xyz": [[-2.671, -2.962, 0.208], [-2.114, -1.773, -0.513], [-0.770, -1.474, -0.261], [-0.102, -0.750, -1.214], [-0.796, 0.186, -1.979], [-2.194, 0.197, -1.944], [-2.816, -0.912, -1.351], [-3.549, -3.508, -0.187], [-2.809, -2.625, 1.230], [-1.950, -3.768, 0.151], [-0.350, -1.985, 0.595], [0.980, -0.743, -1.254], [-0.244, 0.873, -2.616], [-2.734, 0.888, -2.570], [-3.858, -1.080, -1.585], [3.277, 0.981, 1.229], [1.837, 1.160, 0.638], [0.868, 0.825, 1.799], [1.456, 2.527, 0.068], [3.585, 1.999, 1.518], [4.052, 0.665, 0.543], [3.258, 0.225, 1.997], [1.656, 0.297, -0.026], [0.844, 1.737, 2.396], [-0.138, 0.759, 1.380], [1.104, -0.157, 2.210], [2.336, 2.976, -0.413], [0.884, 2.281, -0.827], [0.960, 3.161, 0.776]],
  "smiles": "Cc1ccccc1.CC(C)C",
  "multiplicity": 1,
  "lumo_ha": 0.0327,
  "relative_energy_kj_mol": 160.8,
  "homo_energy_ev": -8.870
}

=====

6.
{
  "formula": "C11H18",
  "method": "ωB97M-V/def2-TZVPD",
  "species": ["C", "C", "C", "C", "C", "C", "C", "C", "H", "H", "H", "H", "H", "H", "H", "H", "H", "H", "C", "C", "C", "H", "H", "H", "H", "H", "H", "H", "H"],
  "xyz": [[3.488, 0.797, 1.094], [2.894, -0.041, -0.065], [1.528, 0.482, -0.452], [0.525, 0.628, 0.505], [-0.609, 1.353, 0.231], [-0.831, 1.846, -1.059], [0.095, 1.579, -2.036], [1.281, 0.881, -1.754], [3.316, 1.828, 0.810], [4.555, 0.609, 1.184], [2.962, 0.549, 2.009], [3.576, 0.040, -0.916], [2.818, -1.118, 0.109], [0.764, 0.267, 1.496], [-1.454, 1.429, 0.899], [-1.682, 2.477, -1.259], [0.058, 1.868, -3.062], [1.976, 0.797, -2.577], [-2.139, -2.904, 1.689], [-2.159, -1.675, 0.821], [-3.435, -1.466, -0.035], [-1.210, -2.908, 2.271], [-2.972, -3.040, 2.377], [-2.099, -3.795, 1.065], [-2.026, -0.727, 1.358], [-1.310, -1.561, 0.145], [-4.230, -1.130, 0.623], [-3.181, -0.857, -0.901], [-3.713, -2.434, -0.469]],
  "smiles": "CCc1ccccc1.CCC",
  "multiplicity": 1,
  "lumo_ha": 0.0355,
  "relative_energy_kj_mol": 68.5,
  "homo_energy_ev": -9.077
}

=====

7.
{
  "formula": "C11H18",
  "method": "ωB97M-V/def2-TZVPD",
  "species": ["C", "C", "C", "C", "C", "C", "C", "H", "H", "H", "H", "H", "H", "H", "H", "C", "C", "C", "C", "H", "H", "H", "H", "H", "H", "H", "H", "H", "H"],
  "xyz": [[2.557, -0.177, 1.502], [1.402, 0.680, 1.062], [1.658, 1.202, -0.191], [0.639, 1.892, -0.821], [-0.286, 2.568, 0.075], [-0.424, 2.081, 1.355], [0.319, 1.044, 1.878], [2.652, -0.939, 0.868], [2.409, -0.278, 2.597], [3.454, 0.509, 1.538], [2.653, 0.915, -0.699], [0.754, 2.447, -1.859], [-0.707, 3.559, -0.178], [-0.872, 2.671, 2.335], [0.298, 0.459, 2.774], [0.116, -1.741, -0.926], [-1.396, -1.904, -0.802], [-2.184, -0.842, -1.384], [-1.902, -3.292, -1.198], [0.735, -1.739, -0.090], [0.365, -0.531, -1.198], [0.714, -2.228, -1.529], [-1.601, -1.779, 0.271], [-3.196, -0.887, -0.758], [-1.797, 0.207, -1.199], [-2.424, -0.771, -2.451], [-2.204, -3.307, -2.246], [-1.306, -4.005, -0.855], [-2.919, -3.366, -0.620]],
  "smiles": "Cc1ccccc1.CC(C)C",
  "multiplicity": 1,
  "lumo_ha": 0.0320,
  "relative_energy_kj_mol": 426.0,
  "homo_energy_ev": -8.884
}

=====

8.
{
  "formula": "C11H18BF10N5O4SbTc",
  "method": "ωB97M-V/def2-TZVPD",
  "species": ["Tc", "C", "C", "N", "C", "C", "N", "C", "C", "N", "H", "H", "H", "H", "H", "H", "H", "H", "H", "H", "H", "H", "H", "H", "H", "O", "C", "O", "C", "C", "N", "N", "C", "C", "O", "O", "H", "H", "H", "F", "Sb", "F", "F", "F", "F", "F", "F", "B", "F", "F", "F"],
  "xyz": [[0.338, 0.173, 0.008], [-1.290, 2.608, -0.575], [-1.558, 1.757, -1.828], [-0.604, 0.595, -1.930], [0.275, 0.628, -3.140], [1.581, 0.005, -2.735], [1.896, 0.562, -1.395], [2.290, 2.008, -1.322], [1.102, 2.926, -1.054], [0.097, 2.338, -0.101], [-1.975, 2.346, 0.226], [-1.413, 3.668, -0.797], [-1.452, 2.345, -2.737], [-2.576, 1.378, -1.802], [-1.156, -0.266, -1.994], [0.406, 1.659, -3.457], [-0.200, 0.086, -3.957], [2.386, 0.219, -3.438], [1.491, -1.075, -2.620], [2.670, 0.024, -1.008], [2.776, 2.296, -2.255], [3.021, 2.095, -0.524], [0.578, 3.163, -1.975], [1.470, 3.869, -0.653], [0.230, 2.778, 0.807], [0.017, -4.901, 3.035], [-0.325, -3.873, 3.804], [-0.706, -3.987, 4.928], [-0.235, -2.495, 3.211], [-0.564, -1.359, 3.935], [-0.394, -0.296, 3.138], [0.043, -0.673, 1.934], [0.137, -2.001, 1.965], [0.590, -2.605, 0.703], [0.757, -3.762, 0.492], [0.804, -1.646, -0.255], [0.310, -4.642, 2.140], [-0.890, -1.275, 4.960], [-0.469, 0.681, 3.383], [-1.503, 0.044, 0.158], [-3.127, -2.844, -1.541], [-3.837, -1.138, -1.572], [-4.583, -3.791, -0.939], [-3.252, -3.572, -3.225], [-2.309, -3.052, 0.116], [-1.451, -2.127, -2.097], [2.237, 3.363, 1.673], [2.207, 2.611, 2.769], [1.870, 0.675, 0.962], [3.291, 2.253, 3.387], [1.001, 2.229, 3.190]],
  "multiplicity": 1,
  "lumo_ha": [-0.3565, -0.3540],
  "relative_energy_kj_mol": 1.9,
  "total_charge": 2,
  "homo_energy_ev": [-15.714, -15.715]
}